12
Properties=species:S:1:pos:R:3:forces:R:3 method="wB97M-V/def2-TZVPD" e_above_lowest_kcal_mol=13.0 homo_lumo_gap_ev=10.11 e_tot_ev=-7225.029 smiles=Cc1cn[nH]c1 lumo_ev=1.043
C -1.727 -0.299 0.075 -0.06 0.00 0.00
C -0.265 0.025 0.010 0.11 -0.04 0.00
C 0.380 1.254 0.292 -0.04 0.08 0.04
N 1.697 1.173 0.170 -0.22 -0.08 -0.02
N 1.914 -0.095 -0.198 0.13 -0.11 -0.03
C 0.774 -0.820 -0.306 -0.03 0.04 0.03
H -2.297 0.196 -0.719 0.11 -0.05 0.10
H -1.891 -1.377 -0.021 0.02 0.16 0.00
H -2.156 0.016 1.032 0.05 -0.05 -0.14
H -0.072 2.195 0.584 0.06 -0.15 -0.04
H 2.862 -0.412 -0.316 -0.15 0.05 -0.03
H 0.784 -1.861 -0.599 0.01 0.15 0.08